# 1
# C38H34Cl2IrN6O2SSi2

A structure of composition C38H34Cl2IrN6O2SSi2 (the ωB97M-V functional and the def2-TZVPD basis, OMol25).

XYZ file:
```
86
Properties=species:S:1:pos:R:3:forces:R:3
Ir 0.021 -0.299 -0.522 -1.04 -1.06 0.13
Cl 1.030 -2.329 5.956 0.03 -0.16 -0.04
Cl 3.937 -1.458 5.004 0.04 0.01 0.03
S -0.673 3.844 4.928 -0.11 0.07 0.03
Si -0.140 1.332 -2.294 0.28 0.32 0.10
Si 0.043 -2.081 -2.084 0.31 0.34 -0.12
O 3.845 0.651 0.669 -0.04 -0.18 0.20
O -2.293 -2.331 2.294 0.01 0.05 0.05
N -0.190 1.527 1.035 0.09 0.18 -0.01
N 1.876 -0.493 0.350 0.06 -0.01 -0.26
N -0.537 -1.324 1.167 0.33 0.19 -0.04
N -2.129 -0.610 -0.813 0.30 0.14 0.22
N -1.308 0.060 7.418 -0.05 0.00 0.01
N 2.513 -0.302 -2.465 -0.01 0.00 0.00
C 4.123 0.192 -4.159 0.01 0.00 -0.05
C 2.807 -0.984 2.621 -0.18 0.00 -0.09
C 3.333 0.201 -1.553 0.14 -0.09 -0.13
C -0.904 -1.336 -6.087 0.00 -0.03 -0.02
C -0.435 0.230 -3.816 0.05 0.12 0.02
C -0.933 2.374 5.913 0.03 -0.05 0.00
C 0.481 -1.385 2.122 0.22 0.15 0.08
C 1.330 -1.824 4.329 -0.01 -0.02 0.03
C -2.338 0.722 6.900 0.01 -0.02 0.01
C 1.566 -3.181 -2.264 -0.07 -0.02 0.08
C -0.092 0.547 7.192 0.06 0.05 0.05
C -1.534 2.597 -2.012 0.01 -0.15 -0.11
C -2.208 1.880 6.146 -0.01 0.07 -0.01
C -0.717 0.816 -5.050 0.01 0.05 -0.01
C -4.039 -1.558 0.290 0.08 -0.04 -0.02
C 4.968 0.748 -3.210 0.01 0.01 -0.05
C 4.572 0.750 -1.888 -0.08 0.00 0.08
C -4.860 -1.210 -0.765 0.05 0.00 -0.06
C 2.592 -1.429 3.915 0.03 0.04 -0.03
C -1.806 -1.704 1.364 -0.05 0.06 -0.09
C 0.760 2.755 2.849 -0.05 -0.02 0.06
C 3.018 0.127 -0.072 -0.17 0.26 0.02
C -4.279 -0.604 -1.867 -0.07 -0.04 0.06
C -2.925 -0.330 -1.851 0.12 0.10 -0.25
C 0.150 1.698 6.454 -0.01 -0.04 -0.06
C -0.948 0.045 -6.182 0.00 0.03 -0.03
C -1.608 2.593 2.635 -0.02 0.00 0.05
C 1.256 2.571 -2.608 0.02 -0.08 0.07
C 0.871 2.004 1.691 -0.11 -0.01 -0.04
C -0.372 -1.174 -3.718 0.07 -0.18 0.01
C 0.280 -1.817 3.430 0.08 0.03 -0.06
C -0.501 3.023 3.355 0.10 -0.05 -0.02
C -1.403 1.849 1.490 -0.01 -0.15 -0.01
C -2.689 -1.261 0.226 -0.04 0.03 0.05
C 2.907 -0.315 -3.739 -0.06 0.09 0.14
C -0.619 -1.932 -4.865 0.05 -0.03 0.00
C 1.758 -0.926 1.700 -0.19 -0.08 0.04
C -1.322 -3.359 -1.775 0.00 0.04 0.01
H 2.470 -2.685 -2.603 -0.08 0.00 0.04
H -2.325 -3.020 -2.040 0.01 0.01 0.00
H -1.161 0.521 -7.131 0.00 0.00 0.00
H -1.658 3.174 -2.933 -0.03 0.01 0.00
H -1.087 -1.948 -6.962 0.00 -0.01 0.00
H -1.109 -4.253 -2.366 -0.02 -0.01 -0.02
H -0.581 -3.016 -4.810 -0.01 0.00 0.00
H -2.613 2.799 2.977 0.00 0.02 0.01
H -5.919 -1.430 -0.743 0.00 0.00 0.00
H -3.082 2.385 5.759 0.01 0.00 -0.02
H -3.321 0.308 7.094 0.00 0.00 0.00
H 0.872 3.351 -3.271 -0.02 0.00 -0.01
H 5.925 1.164 -3.496 0.00 0.00 0.00
H 2.214 -0.745 -4.450 -0.11 -0.04 -0.05
H 3.794 -0.664 2.348 0.08 0.05 -0.05
H -4.852 -0.344 -2.745 0.00 0.00 0.00
H -2.515 2.231 -1.719 -0.07 -0.09 0.03
H -2.461 0.096 -2.727 -0.02 0.08 0.12
H -2.245 1.459 0.930 0.01 0.02 -0.02
H 1.781 -3.643 -1.296 -0.02 -0.01 0.01
H 2.161 2.167 -3.054 0.01 -0.05 -0.02
H 1.533 3.063 -1.671 -0.01 -0.02 0.01
H -0.753 1.898 -5.139 -0.02 0.00 0.01
H 5.188 1.149 -1.098 0.02 0.00 -0.02
H -0.693 -2.157 3.741 -0.03 0.02 0.00
H 0.736 -0.011 7.614 -0.03 0.06 0.00
H 1.161 2.047 6.289 0.01 0.01 0.02
H -1.204 3.299 -1.242 0.06 -0.01 0.00
H 1.650 3.074 3.372 0.00 0.03 -0.01
H 1.336 -3.993 -2.960 -0.03 -0.02 0.00
H -1.335 -3.667 -0.726 0.02 -0.03 0.01
H -4.385 -2.080 1.170 -0.01 0.01 0.01
H 4.394 0.150 -5.205 0.00 0.01 0.00
H 1.847 1.745 1.309 0.06 0.01 -0.04
```
Forces are in eV/Å.

Its multiplicity is 2. The expectation value of S² is 0.754. For the orbital gap (spin up / spin down), the calculation gives 6.994 / 5.862 eV. For the energy above the lowest of the compared OMol25 structures with the same formula, charge and spin, the calculation gives 0.716 eV. As for the calculated total energy: -3949.505727 Eh. The value obtained for the HOMO energy (spin up / spin down) is -7.51 / -7.54 eV. As for the LUMO energy (spin up / spin down): -0.52 / -1.68 eV.

# 2
# C38H35BrN6O5V

A structure of composition C38H35BrN6O5V (the ωB97M-V functional and the def2-TZVPD basis, OMol25).

XYZ file:
```
86
Properties=species:S:1:pos:R:3:forces:R:3
Br 3.849 -3.600 -4.749 0.04 -0.07 -0.10
V -0.365 -0.242 0.518 -0.50 -0.61 -0.07
O -6.347 -1.346 0.383 0.07 0.03 0.00
O -0.862 -0.622 2.527 -0.09 0.05 -0.10
O -0.944 0.548 -1.294 -0.39 0.12 -0.04
O -2.700 1.219 -2.526 -0.08 0.00 -0.08
O -2.463 -1.499 3.850 -0.02 -0.02 0.04
N 1.607 -0.032 -0.375 0.32 0.06 -0.23
N -1.649 5.839 -1.354 0.00 -0.05 0.01
N 0.419 1.520 1.465 0.27 0.05 0.16
N -2.437 -0.306 0.579 0.35 0.27 0.04
N -0.718 3.584 -0.833 0.15 0.10 0.09
N -0.034 -2.026 0.438 -0.10 -0.20 -0.05
C -0.110 2.115 2.533 -0.05 0.08 -0.05
C -0.854 -4.428 -0.848 0.00 0.04 -0.07
C -0.286 6.006 -0.741 -0.06 0.07 -0.04
C -4.432 -0.337 -0.667 0.12 0.05 0.00
C 2.270 0.960 0.057 -0.14 0.41 0.40
C -3.094 -0.030 -0.537 -0.19 -0.03 -0.05
C -2.053 -1.052 2.801 0.04 0.07 -0.08
C 0.191 4.594 -0.322 -0.01 0.03 0.01
C -3.015 -0.887 1.622 -0.08 -0.02 0.16
C 4.041 -1.849 -2.533 -0.10 0.03 0.01
C 1.926 -3.001 1.362 0.06 -0.01 0.01
C -2.570 5.144 -0.385 0.00 0.09 -0.07
C 3.310 -2.019 3.067 -0.01 0.01 0.00
C -1.332 -5.632 -1.333 0.02 -0.05 0.03
C 1.949 3.208 3.053 0.09 -0.03 -0.08
C -0.853 3.707 -2.279 0.07 -0.07 -0.06
C 1.712 1.746 1.188 0.28 -0.27 -0.52
C 0.087 -6.813 0.204 0.00 0.02 0.00
C -0.858 -6.830 -0.811 -0.01 0.05 -0.01
C 4.302 -3.408 1.374 -0.03 0.03 0.02
C 3.533 -1.033 -1.534 0.10 -0.14 -0.03
C 2.509 2.587 1.944 -0.05 0.11 0.09
C -4.343 -1.250 1.584 0.13 0.07 -0.07
C 0.570 -5.604 0.685 0.01 -0.06 0.07
C 3.050 -3.609 0.810 0.01 0.00 -0.01
C 0.608 -3.085 0.665 -0.04 -0.26 -0.22
C 3.164 -2.472 -3.408 0.03 0.07 0.11
C -2.016 3.712 -0.192 -0.06 -0.07 -0.02
C -2.203 0.634 -1.575 0.18 -0.18 0.21
C 0.617 2.972 3.347 -0.13 -0.03 -0.01
C 2.162 -0.844 -1.425 -0.21 0.28 0.50
C 1.794 -2.295 -3.295 -0.03 0.06 0.05
C 2.059 -2.208 2.499 0.00 -0.03 0.02
C 1.290 -1.482 -2.292 0.04 -0.11 -0.21
C 4.434 -2.608 2.501 0.00 -0.02 -0.02
C 0.110 -4.403 0.158 0.10 0.16 0.05
C -1.548 5.042 -2.631 -0.04 0.07 0.03
C -5.052 -0.975 0.412 -0.16 -0.07 0.07
H 2.947 -4.224 -0.076 0.00 -0.01 -0.01
H 0.142 3.414 4.211 0.01 0.01 0.01
H -2.565 4.908 -2.997 0.01 -0.03 0.00
H 1.172 -1.766 2.938 0.01 0.06 -0.02
H 3.551 2.720 1.689 0.01 0.00 0.00
H -1.428 2.861 -2.655 0.02 0.03 -0.02
H -1.222 -3.489 -1.242 0.01 -0.01 0.00
H 4.215 -0.608 -0.810 -0.01 0.01 0.02
H -4.958 -0.093 -1.581 -0.01 -0.02 -0.01
H -1.919 3.489 0.871 -0.01 0.01 -0.01
H -2.694 2.986 -0.637 0.01 0.01 0.02
H 0.142 3.663 -2.722 0.01 0.01 0.01
H 0.449 -7.742 0.623 0.00 -0.01 0.01
H -2.075 -5.640 -2.120 -0.01 -0.01 -0.01
H -2.032 6.757 -1.566 0.01 -0.01 -0.01
H -1.143 1.869 2.744 0.03 -0.02 0.06
H 1.191 4.414 -0.717 -0.01 -0.01 0.01
H 2.552 3.842 3.688 -0.01 0.02 0.00
H 1.122 -2.792 -3.980 0.00 -0.02 -0.01
H 3.234 1.251 -0.357 0.00 0.00 0.06
H 3.407 -1.417 3.963 0.00 0.00 0.01
H -0.388 6.700 0.092 0.02 -0.02 0.01
H 0.226 -1.333 -2.191 0.00 0.01 0.01
H -1.227 -7.772 -1.192 -0.01 -0.02 0.00
H 5.170 -3.879 0.933 0.02 0.00 0.00
H -3.566 5.163 -0.823 -0.01 -0.02 0.02
H -6.738 -1.148 -0.475 -0.02 0.01 -0.03
H 1.292 -5.597 1.491 0.02 0.00 -0.03
H -4.808 -1.733 2.430 -0.03 -0.01 0.01
H 5.409 -2.458 2.946 0.01 0.00 0.02
H 0.238 4.509 0.764 0.01 0.01 0.01
H 5.106 -2.014 -2.611 0.01 -0.02 -0.02
H 0.344 6.461 -1.504 0.01 -0.01 0.02
H -0.992 5.650 -3.343 -0.01 -0.02 -0.01
H -2.573 5.738 0.528 0.01 -0.02 0.01
```
Forces are in eV/Å.

Its multiplicity is 3. The expectation value of S² is 2.050. For the orbital gap (spin up / spin down), the calculation gives 6.609 / 7.108 eV. For the energy above the lowest of the compared OMol25 structures with the same formula, charge and spin, the calculation gives 0.116 eV. As for the calculated total energy: -5691.745533 Eh. The value obtained for the HOMO energy (spin up / spin down) is -9.72 / -10.39 eV. The charge is +1. As for the LUMO energy (spin up / spin down): -3.11 / -3.28 eV.

What is the calculated total energy in the second record? -5691.745533 Eh

The highest multiplicity belongs to which entry? C38H35BrN6O5V